No. 1
Entry from OMol25: a molecular structure, C38H48AsCrF6N4O11S3Si (ωB97M-V/def2-TZVPD).

The multiplicity is 4. Its HOMO-LUMO gap (spin up / spin down) is 7.63 / 7.83 eV. Its expectation value of S² is 3.78.

CARTESIAN COORDINATES (ANGSTROEM)
Cr  0.689377  -0.281922  0.910513
C  1.427113  -4.788285  0.600775
N  0.321396  -4.333888  -0.232746
C  -0.565511  -5.346959  -0.780003
C  0.051496  -3.031000  -0.329385
O  0.674396  -2.185621  0.325049
C  -0.937199  -2.545026  -1.377906
O  -0.429577  -1.369391  -1.961928
C  0.798510  -1.532077  -2.635228
C  1.801132  -0.473482  -2.166120
O  1.784684  -0.005095  -1.029269
N  2.724051  -0.095434  -3.062603
C  3.610629  1.017941  -2.752064
C  2.892889  -0.702785  -4.370424
H  2.192719  -5.248389  -0.027466
H  1.070578  -5.507568  1.334154
H  1.864409  -3.937728  1.115497
H  -0.483562  -5.420780  -1.867547
H  -1.602266  -5.130595  -0.520963
H  -0.297389  -6.308629  -0.350897
H  -1.866980  -2.257769  -0.884333
H  -1.137710  -3.299217  -2.145385
H  0.613320  -1.430620  -3.707924
H  1.242131  -2.512708  -2.423386
H  3.164730  1.600561  -1.949250
H  3.721272  1.639582  -3.639333
H  4.592087  0.660678  -2.433022
H  2.749201  -1.781501  -4.334286
H  3.911344  -0.512711  -4.702119
H  2.204613  -0.273250  -5.103159
C  3.146144  2.976330  1.395245
S  1.418129  2.700527  1.056756
O  1.322104  2.607787  -0.410298
O  0.699447  3.814972  1.602189
O  1.038658  1.419381  1.672362
H  3.717276  2.137603  1.012558
H  3.246774  3.029084  2.473907
H  3.435116  3.909058  0.921217
O  -0.813750  0.584909  -0.148696
As  -1.082556  1.854416  -1.190100
C  -2.883335  1.318835  -1.850593
C  -3.550699  2.147205  -2.750301
C  -4.798236  1.794969  -3.236219
C  -5.395041  0.607414  -2.829565
C  -4.735437  -0.227809  -1.941354
C  -3.487933  0.135958  -1.450865
C  -1.688895  3.603733  -0.557553
C  -1.046790  4.816617  -0.756281
C  -1.532632  5.960904  -0.148356
C  -2.657413  5.905201  0.658470
C  -3.330168  4.704637  0.820013
C  -2.848691  3.560364  0.207208
C  -0.326586  1.978859  -3.005782
C  -0.759962  1.037254  -3.936573
C  -0.405028  1.154079  -5.270530
C  0.400381  2.206108  -5.685273
C  0.858362  3.127826  -4.757683
C  0.492964  3.018830  -3.422688
H  -3.080175  3.076020  -3.061356
H  -5.305186  2.441296  -3.940907
H  -6.373182  0.340745  -3.208129
H  -5.185269  -1.164177  -1.636042
H  -2.948260  -0.485491  -0.744813
H  -0.144095  4.866861  -1.343771
H  -1.004528  6.895183  -0.279324
H  -3.004880  6.795433  1.164714
H  -4.222891  4.651861  1.428507
H  -3.357505  2.612713  0.323437
H  -1.386512  0.220385  -3.598354
H  -0.769887  0.431648  -5.989405
H  0.668219  2.299769  -6.729346
H  1.501781  3.938764  -5.073661
H  0.864546  3.726448  -2.698534
F  4.345656  -1.430576  5.203335
C  3.138326  -1.454359  4.639667
F  2.792355  -2.714630  4.413154
F  2.271081  -0.971079  5.536739
S  3.146693  -0.278200  3.151793
O  2.337525  -0.943007  2.132165
O  2.708848  0.931605  3.754414
N  4.659099  -0.175717  2.714238
S  5.182657  -1.495519  1.994830
O  6.599039  -1.498239  1.842634
O  4.536777  -2.685718  2.459970
C  4.572195  -1.273123  0.218384
F  3.501984  -2.002458  -0.102509
F  4.281525  0.020842  0.036095
F  5.519927  -1.585075  -0.678060
C  -0.582451  1.930538  4.073109
Si  -1.452333  0.425036  3.353392
C  -2.049533  -0.574701  4.860784
C  -2.998731  1.004359  2.382780
N  -0.536910  -0.697585  2.374126
C  -0.951937  -2.029000  2.467318
C  -0.121678  -3.010082  3.022302
C  -0.541006  -4.325021  3.122380
C  -1.788105  -4.709823  2.646899
C  -2.615173  -3.755087  2.073055
C  -2.213844  -2.430208  2.002394
H  -1.136797  2.314873  4.930263
H  -0.487280  2.725761  3.339318
H  0.424898  1.676265  4.395244
H  -2.696223  0.046156  5.481096
H  -1.196005  -0.875322  5.470080
H  -2.601508  -1.476435  4.600658
H  -3.198726  2.053011  2.603790
H  -3.896554  0.434469  2.624585
H  -2.811442  0.910822  1.313753
H  0.855470  -2.709064  3.364104
H  0.112194  -5.057470  3.580385
H  -2.116638  -5.736912  2.738209
H  -3.587962  -4.043003  1.691088
H  -2.871659  -1.675187  1.588545

Cartesian forces, eV/Å:
-0.91 -0.08 -0.27
0.27 0.05 0.09
-0.04 0.38 0.29
-0.19 0.02 -0.35
0.00 -0.32 -0.19
0.27 -0.18 -0.17
-0.05 0.19 0.01
0.12 -0.13 -0.12
-0.10 0.10 0.09
0.11 -0.12 -0.11
-0.32 -0.12 0.37
0.01 0.14 0.08
0.03 0.06 0.25
-0.17 -0.08 -0.08
-0.05 -0.05 -0.02
0.00 0.00 -0.02
0.01 -0.04 0.02
0.07 -0.05 0.04
0.02 -0.06 0.05
0.00 0.05 0.02
0.00 -0.16 0.00
-0.03 -0.03 0.12
0.13 -0.11 0.05
0.05 -0.01 -0.17
0.04 0.04 -0.01
-0.04 0.01 -0.04
-0.03 0.02 -0.05
0.05 0.00 0.00
0.00 -0.05 0.02
0.01 0.01 -0.02
-0.51 -0.42 0.19
0.79 1.97 -1.34
-0.32 -0.02 -0.11
-0.15 -0.03 0.40
0.07 -0.22 0.55
0.10 -0.05 -0.06
0.09 0.04 0.08
-0.10 0.03 -0.05
0.61 -0.21 0.69
-1.74 0.31 -1.41
0.20 -0.01 0.11
0.19 0.06 0.11
0.01 0.04 -0.04
0.02 -0.03 -0.01
-0.03 0.01 -0.04
0.43 0.01 0.15
0.41 -0.17 0.34
0.29 -0.21 -0.03
0.02 0.10 -0.06
-0.02 -0.01 -0.02
-0.02 -0.03 -0.02
0.04 -0.28 -0.08
0.37 -0.09 0.40
-0.10 -0.11 0.23
0.02 -0.03 0.00
0.00 -0.06 0.01
0.04 0.06 -0.05
0.12 -0.04 0.26
-0.11 -0.02 -0.06
-0.02 0.03 0.02
0.00 -0.03 -0.01
-0.03 0.03 0.05
-0.14 -0.02 0.02
0.09 0.04 0.07
0.00 0.03 -0.03
-0.03 0.03 -0.02
0.00 -0.01 0.02
-0.11 0.18 0.11
-0.03 0.03 -0.14
0.00 -0.03 0.00
0.02 0.03 -0.01
-0.02 0.03 0.02
0.10 0.03 0.02
-0.01 -0.04 -0.16
-0.06 0.07 0.55
0.02 0.06 -0.25
-0.09 0.09 -0.20
0.55 -0.45 1.04
-0.62 0.25 -0.45
0.03 0.29 -0.17
-0.22 -0.24 -0.05
0.31 -0.50 -0.84
0.09 0.44 0.16
-0.02 -0.27 -0.02
0.30 0.22 -0.18
0.04 -0.13 0.22
-0.04 0.03 -0.12
0.09 -0.08 0.25
0.08 -0.31 -0.45
-0.73 -0.05 0.49
0.13 0.19 -0.32
0.35 -0.03 0.29
0.56 0.46 -0.20
-0.21 -0.36 -0.01
-0.20 0.13 -0.02
-0.03 0.01 0.06
0.01 -0.10 -0.02
-0.13 -0.04 0.01
0.20 0.03 -0.08
-0.14 -0.10 0.02
-0.03 0.13 -0.03
0.09 -0.05 0.09
-0.04 0.10 0.05
0.08 -0.01 0.04
-0.05 -0.04 -0.05
-0.07 0.07 0.02
0.00 -0.11 0.07
0.03 -0.05 0.02
0.00 -0.05 0.04
0.02 -0.02 0.04
-0.01 -0.03 -0.02
-0.05 0.01 0.05
-0.03 0.02 -0.06

Löwdin population analysis, charges in e, atoms 1 to 5: number 1, Cr, carries 0.890; number 2, C, carries 0.000; number 3, N, carries -0.087; number 4, C, carries -0.023; number 5, C, carries -0.372

---

No. 2
Entry from OMol25: a molecular structure, C38H48AsIrNO4Sb (ωB97M-V/def2-TZVPD).

The multiplicity is 6. As for the charge: +1. Its HOMO-LUMO gap (spin up / spin down) is 7.58 / 5.32 eV. Its expectation value of S² is 8.78.

CARTESIAN COORDINATES (ANGSTROEM)
Ir  0.548449  0.745452  0.067046
O  -0.702826  -1.022910  6.918803
C  -1.302108  -1.605055  6.041003
O  -2.137648  -2.446758  5.806191
C  -0.679176  -1.061903  4.556258
C  0.034475  0.120521  4.545594
C  0.499689  0.555948  3.317268
N  0.280568  -0.133981  2.198372
C  -0.393497  -1.276089  2.240355
C  -0.908448  -1.797481  3.419749
C  -0.527905  -2.027315  0.918625
O  -0.920707  -3.171777  0.928030
O  -0.175530  -1.343262  -0.121850
H  0.231223  0.669577  5.453156
H  1.073457  1.470293  3.221476
H  -1.451781  -2.731086  3.406150
C  3.615496  2.496045  1.751733
C  4.107448  1.944560  0.413213
As  3.030512  0.405751  -0.160911
C  3.684743  0.080530  -1.978153
C  5.204765  0.060419  -2.102534
C  3.885040  -1.100296  0.780412
C  3.287720  -1.474701  2.132710
H  4.213921  3.348712  2.069628
H  3.677574  1.736170  2.533218
H  2.574545  2.817964  1.665687
H  5.150466  1.634945  0.472088
H  4.028187  2.704269  -0.366551
H  3.255109  0.841128  -2.632018
H  3.264141  -0.879265  -2.279936
H  5.637883  1.033406  -1.869705
H  5.485357  -0.195816  -3.124332
H  5.652262  -0.683657  -1.442436
H  4.933525  -0.822354  0.897202
H  3.841158  -1.951119  0.098735
H  3.210114  -0.607881  2.790062
H  3.918503  -2.213298  2.627025
H  2.297034  -1.909059  2.016225
C  -2.860004  0.844310  -0.041402
C  -2.177776  2.148825  -0.456761
C  -3.122766  3.331453  -0.204421
C  -0.862159  2.386567  0.272312
H  -3.817937  0.730298  -0.550973
H  -3.048552  0.838830  1.035818
H  -2.245622  -0.024844  -0.284262
H  -1.977768  2.119020  -1.534953
H  -3.314241  3.442658  0.864730
H  -4.074730  3.162564  -0.710164
H  -2.700216  4.264418  -0.579754
H  -1.025387  2.451960  1.354271
H  -0.401058  3.315739  -0.071512
C  -0.335868  1.181403  -6.235785
C  0.194071  2.038422  -5.118221
C  0.638905  3.322318  -5.444022
C  1.205176  4.167610  -4.507265
C  1.344116  3.741414  -3.195672
C  0.879000  2.485149  -2.851688
C  0.300591  1.626941  -3.781771
Sb  -0.386126  -0.283219  -2.959020
C  -1.971960  -0.878336  -4.316050
C  -1.769602  -2.037636  -5.054132
C  -2.699260  -2.417911  -6.009296
C  -3.835185  -1.646642  -6.203452
C  -4.035849  -0.503895  -5.443765
C  -3.119636  -0.104503  -4.474549
C  -3.390553  1.117591  -3.639718
C  1.179236  -1.544822  -3.745629
C  2.043649  -0.993951  -4.684660
C  3.035515  -1.773959  -5.260062
C  3.165877  -3.101087  -4.879960
C  2.302037  -3.642851  -3.939626
C  1.290729  -2.882483  -3.354720
C  0.355033  -3.501858  -2.354316
H  0.201600  1.399596  -7.158352
H  -1.392829  1.388810  -6.416381
H  -0.232785  0.121322  -6.025479
H  0.543721  3.655197  -6.471158
H  1.539779  5.154364  -4.799491
H  1.797595  4.383459  -2.450845
H  0.954352  2.166872  -1.813836
H  -0.877608  -2.635292  -4.922510
H  -2.532438  -3.309716  -6.598779
H  -4.570954  -1.933882  -6.942873
H  -4.926937  0.090647  -5.606930
H  -4.188148  1.714158  -4.078669
H  -2.502870  1.750234  -3.553948
H  -3.701503  0.829082  -2.632627
H  1.963540  0.050654  -4.959917
H  3.707094  -1.344794  -5.992520
H  3.940504  -3.718894  -5.315352
H  2.411712  -4.682100  -3.653105
H  0.642720  -4.527162  -2.129712
H  -0.672156  -3.528039  -2.730900
H  0.339793  -2.936040  -1.423053

Cartesian forces, eV/Å:
-0.86 -0.67 -0.22
-0.15 -0.01 -0.17
0.26 -0.19 0.19
-0.01 0.17 -0.08
-0.07 0.08 -0.01
0.05 0.03 0.07
-0.03 -0.04 0.02
-0.13 0.24 -0.17
0.05 -0.22 -0.10
-0.01 -0.10 -0.02
-0.15 -0.04 0.57
0.02 0.13 -0.09
0.26 0.64 0.04
-0.02 0.02 -0.01
-0.04 0.02 0.03
0.01 0.02 0.00
0.03 -0.12 -0.13
-0.35 0.03 0.17
0.60 -0.02 -0.34
-0.01 0.01 0.06
-0.06 0.03 0.14
-0.19 0.03 0.15
0.01 0.07 -0.09
-0.02 0.02 0.00
-0.01 0.04 0.04
0.01 0.05 0.07
-0.02 -0.09 -0.05
-0.01 -0.04 -0.05
-0.09 0.00 0.04
-0.05 0.02 0.03
0.04 -0.02 -0.02
0.00 0.01 0.00
0.04 0.01 -0.02
0.00 0.06 -0.10
-0.01 0.04 -0.07
-0.01 -0.04 0.05
0.00 0.00 0.00
-0.03 0.00 0.02
0.16 0.09 -0.02
-0.16 0.00 -0.04
0.13 -0.06 -0.08
0.40 -0.50 -0.02
-0.01 -0.01 0.12
-0.02 0.00 0.01
-0.05 -0.05 0.01
0.05 -0.02 0.14
-0.04 0.02 0.00
-0.03 0.03 0.02
0.00 0.01 0.04
0.02 0.03 0.02
0.14 -0.05 0.01
-0.07 0.06 0.05
0.11 0.08 0.00
-0.01 -0.06 -0.05
0.01 0.05 0.04
0.02 0.06 0.00
-0.08 0.02 0.07
-0.28 -0.48 -0.03
0.78 0.63 -0.53
0.26 0.02 0.55
0.00 -0.01 -0.07
-0.06 -0.03 -0.03
0.05 0.02 0.03
-0.06 -0.01 -0.04
-0.08 0.07 0.01
0.01 -0.09 -0.06
-0.43 0.25 0.22
0.05 -0.01 -0.04
0.09 0.01 0.00
-0.01 0.02 0.01
0.04 -0.04 0.03
0.02 -0.06 -0.04
0.04 0.00 -0.02
0.00 0.00 0.00
-0.03 -0.07 0.01
-0.02 -0.07 -0.03
0.03 -0.01 0.00
0.01 -0.01 -0.01
-0.02 0.00 0.01
0.03 0.03 -0.01
0.04 0.01 0.01
-0.01 0.00 0.01
0.02 0.00 -0.01
0.01 0.02 0.04
0.00 0.03 0.02
-0.05 0.01 -0.06
0.03 0.04 -0.09
-0.01 -0.02 -0.02
-0.01 0.00 0.00
-0.01 0.00 -0.01
-0.02 0.01 0.01
-0.01 -0.01 0.00
0.00 0.01 -0.01
-0.01 -0.11 -0.10

Löwdin population analysis, charges in e, atoms 1 to 5: number 1, Ir, carries 1.038; number 2, O, carries 0.183; number 3, C, carries -0.524; number 4, O, carries 0.201; number 5, C, carries -0.010

---

Listing relative energy (zero: lowest compared OMol25 entry of this formula, charge and spin) for the structures above in their given order: 0.0; 8.7 kcal/mol.
Listing E_tot for the structures above in their given order: -214618.68336; -120069.22450 eV.